ORCA calculation (ωB97M-V/def2-TZVPD) on 2 unconnected molecules or ions with the total composition C4H8N2O2.

Structure (ORCA input):
```
! wB97M-V def2-TZVPD RIJCOSX def2/J DEFGRID3
* xyz 0 1
C -2.549 0.085 0.528
N -1.682 -0.965 0.306
C -0.339 -0.855 0.705
C 0.642 -1.109 -0.281
N 1.883 -0.414 -0.043
C 1.777 1.044 -0.105
O 0.595 -1.898 -1.232
O -3.586 0.227 -0.063
H -2.205 0.718 1.362
H -1.922 -1.496 -0.522
H -0.038 1.476 -1.096
H -0.078 -0.461 1.677
H 2.577 -0.593 -0.761
H 1.552 1.471 0.872
H 2.587 1.583 -0.603
H 0.786 1.187 -0.743
*
```

The energy above the lowest of the compared OMol25 structures with the same formula, charge and spin comes out at 157.7 kcal per mole. The HOMO-LUMO gap comes out at 5.1848 eV. Its energy is -11347.2762 eV. For the max |F|, the calculation gives 3.31 eV Å⁻¹.